1.
Entry from the OMol25 dataset: a molecular structure, C56H55BrN7OP2Se2TeZn in a non-equilibrium geometry (ωB97M-V with the def2-TZVPD basis set).

Element x y z (Å)
Te 1.0289 3.1969 -1.6426
Br 0.2011 -6.7170 -0.0847
Se -6.1445 -0.1893 -2.2469
Se -0.8922 0.0343 2.9236
Zn 0.0514 0.1939 0.4413
P -5.3885 -1.5442 -0.8414
P -2.7784 0.0672 1.8953
O -2.0711 1.8582 0.9142
N -2.9360 -1.7501 -1.6296
N -1.6930 -1.4385 -1.4708
N -1.5323 -0.7562 -0.3556
N 0.7653 -2.0963 0.2622
N 3.3755 -0.7883 0.3023
N -0.2202 1.9262 -0.3518
N 2.0390 0.8443 1.2031
C 2.8488 4.3544 -2.3808
C 0.5274 -4.0529 -1.0844
C 3.6843 5.7378 -4.1552
C 3.7917 4.9054 -1.5219
C 0.6959 -0.2895 -4.2449
C -4.8858 1.7916 1.2982
C -7.9991 -1.3819 2.9393
C 4.6838 5.8624 -1.9987
C -2.7280 -0.6111 0.2429
C -3.1292 -2.6463 2.4367
C 3.8702 4.5000 -0.0786
C 2.7002 0.7943 -2.6698
C 2.9231 -0.3579 -3.4094
C -5.8499 2.7266 1.6281
C -5.5985 -5.9570 -2.0790
C -7.0305 -0.3349 1.0207
C -4.0346 1.8827 3.5500
C 0.4882 -4.2328 1.3012
C -3.6139 -1.3726 2.7181
C -1.5429 3.9696 -0.0047
C -6.2949 -3.6806 -2.3516
C -4.7208 -5.5721 -1.0776
C 0.6631 -2.8579 1.3450
C -3.6346 -1.2808 -0.5765
C -4.6303 -4.2444 -0.7058
C -0.9408 1.4425 -3.6088
C 1.7578 4.2251 -4.6431
C 5.5365 7.3902 -3.8036
C -1.2477 2.4961 0.1937
C 2.2255 -2.0973 -5.0746
C 1.9352 -0.9031 -4.2184
C -5.9105 3.2349 2.9152
C 0.4187 -4.8354 0.0541
C 3.8314 1.3756 -1.8835
C -6.5907 -2.6538 1.4665
C 4.6327 6.3000 -3.3104
C 1.9052 1.9159 1.9873
C -4.6020 -1.2405 3.6822
C -5.4259 -3.2965 -1.3417
C -6.3736 -1.5161 0.7013
C -6.3776 -5.0109 -2.7223
C -5.0945 -2.3500 4.3465
C 0.4305 0.8571 -3.5034
C -7.4227 -2.5857 2.5693
C -3.6196 -3.7579 3.0944
C 3.1998 0.1799 1.2269
C -4.0019 1.3541 2.2697
C 2.8815 2.3509 2.8532
C 4.2317 0.5308 2.1168
C 0.6893 -2.6851 -0.9296
C 2.7925 4.7749 -3.7093
C 1.4471 1.4084 -2.7190
C -7.8080 -0.2547 2.1596
C -4.9945 2.8255 3.8709
C 4.0691 1.6260 2.9286
C -4.6043 -3.6095 4.0580
H -0.6674 4.5621 0.2639
H -0.9407 2.5133 -3.3862
H -6.8924 -2.9249 -2.8454
H -8.2760 0.6835 2.4176
H 4.6877 3.7965 0.0828
H 2.7238 3.2222 3.4657
H -1.6033 0.9455 -2.9002
H -1.7887 4.1535 -1.0513
H 3.0280 -1.8710 -5.7751
H -5.8683 -2.2198 5.0880
H 3.4550 1.8863 -0.9976
H 5.4196 6.2797 -1.3231
H 4.5284 0.5985 -1.5793
H 4.9587 8.3031 -3.9499
H 4.1659 -1.4030 0.3649
H 1.3481 -2.3900 -5.6438
H -3.9439 -3.9437 0.0747
H -0.0892 -0.7015 -4.8627
H -6.6627 3.9669 3.1710
H -4.7928 1.4111 0.2889
H 0.4005 -4.8107 2.2081
H 2.5682 -1.0781 -0.2221
H 3.6267 6.0796 -5.1803
H -4.9856 -4.4746 4.5774
H 6.3261 7.6000 -3.0864
H -5.0282 3.2362 4.8683
H 3.8991 -0.8240 -3.3754
H -2.3406 -2.7574 1.6996
H 0.9657 2.4440 1.9132
H -5.0008 -0.2681 3.9237
H 0.7578 4.4631 -4.2753
H -6.5513 3.0601 0.8772
H -2.3868 4.2520 0.6216
H 1.8658 4.6458 -5.6391
H -3.2981 1.5619 4.2767
H -1.3460 1.2807 -4.6067
H -3.2272 -4.7384 2.8607
H -7.0485 -5.3077 -3.5142
H 0.4865 -4.4861 -2.0696
H 4.8427 1.9161 3.6235
H -7.6221 -3.4810 3.1375
H 5.9857 7.1209 -4.7577
H 5.1289 -0.0663 2.1372
H 4.0508 5.3664 0.5546
H -5.6701 -6.9978 -2.3555
H -6.1176 -3.5887 1.2052
H -4.1057 -6.3107 -0.5854
H -6.9467 0.5091 0.3522
H 0.7519 -2.0433 -1.7975
H 1.8362 3.1413 -4.7139
H 0.7229 -2.3470 2.2986
H -8.6115 -1.3258 3.8259
H 2.9354 4.0243 0.2305
H 2.5487 -2.9430 -4.4709
H 4.3674 2.1004 -2.4986

Values from the calculation:
E_tot, eV: -346468.257
HOMO level (spin up / spin down), eV: -7.33 / -7.46
2S+1: 2
Energy above the lowest of the compared OMol25 structures with the same formula, charge and spin, kJ/mol: 109.1
LUMO level (spin up / spin down), eV: 0.1 / -1.2

=====

2.
Entry from the OMol25 dataset: 2 unconnected molecules or ions with the total composition C3H9NO2 in a non-equilibrium geometry (ωB97M-V with the def2-TZVPD basis set).

Element x y z (Å)
O 1.5262 0.2419 -0.8944
O -0.7140 0.0513 -0.9913
N 0.1174 0.3540 1.7701
C -0.3692 -0.7389 2.6197
C 0.1843 0.3795 -2.9742
C 0.5196 0.2868 -1.5506
H 1.1494 0.1145 -3.5065
H -0.8120 0.0714 0.0270
H -0.3562 -0.5916 -3.2835
H -1.1220 -1.2337 2.0365
H 0.2761 -1.5964 2.8011
H -0.3303 1.2590 1.8966
H -0.7753 -0.3320 3.5595
H -0.4342 1.2078 -3.3404
H 1.1402 0.5264 1.8303

Values from the calculation:
E_tot, eV: -8841.407
SMILES: CC(=O)O.CN
HOMO level, eV: -9.38
Energy above the lowest of the compared OMol25 structures with the same formula, charge and spin, kJ/mol: 149.4
LUMO level, eV: 0.9

=====

3.
Entry from the OMol25 dataset: C23H33N3O5S in the gas phase in a non-equilibrium geometry (ωB97M-V with the def2-TZVPD basis set).

Element x y z (Å)
S -0.7766 -0.4650 -1.2385
O -0.8930 -1.1263 3.3969
O -0.4574 0.4139 -2.3767
O -4.5951 -6.1380 4.7172
O 2.3714 0.2308 0.4470
O -2.8063 -4.9912 6.1817
N 2.6224 3.5368 -3.4039
N 2.2488 0.4153 -1.8098
N -1.9834 -1.1977 1.4751
C 1.6957 3.4437 -4.5291
C 3.7632 5.4862 -4.3675
C 0.6870 0.7400 3.1234
C -3.5309 -3.4941 2.3829
C 1.2996 1.9951 -4.8166
C -4.2253 -4.5862 2.8738
C -2.9892 -4.4454 4.9491
C 3.0404 4.9055 -3.1585
C -1.8409 -1.7393 2.6519
C -3.9714 -5.0753 4.1463
C 1.9044 -0.1155 -0.6242
C -1.0852 -0.1657 1.4334
C -0.4045 -0.1265 2.6202
C 3.0454 1.6152 -1.9109
C 2.1823 2.8703 -2.1875
C 2.8339 5.4518 -5.5714
C 2.3722 4.0166 -5.7809
C -2.3010 -3.3571 4.4528
C -0.9378 0.6662 0.2242
C -2.5673 -2.8747 3.1664
C -1.8440 -4.4144 7.0290
C -5.5810 -6.8145 3.9773
C 0.8613 -1.2032 -0.7411
H -2.0858 -3.3724 7.2636
H 1.6721 3.9653 -6.6168
H -5.9339 -7.6158 4.6246
H -5.1705 -7.2461 3.0585
H 0.3477 1.7705 3.2220
H -0.8407 -4.4645 6.5931
H 3.7595 1.5003 -2.7292
H 0.6224 1.5924 -4.0694
H 1.1320 2.5701 -2.2550
H 1.1130 -1.9182 -1.5222
H 3.5917 1.7111 -0.9714
H 0.7779 4.0319 -4.3249
H 0.7893 1.9474 -5.7759
H 3.2362 3.3934 -6.0189
H -3.7267 -3.1122 1.3947
H 4.6500 4.8851 -4.5735
H 2.1776 5.5536 -2.9104
H 1.9696 6.0948 -5.3868
H 2.2615 3.5546 -1.3385
H -1.5483 -2.8592 5.0419
H 2.1912 1.3751 -4.8704
H 1.5228 0.7157 2.4241
H 4.0801 6.5070 -4.1467
H 3.3440 5.8196 -6.4638
H -4.9701 -5.0537 2.2502
H -1.8359 1.2510 0.0226
H -1.8685 -5.0040 7.9440
H -0.0699 1.3193 0.2791
H 0.7076 -1.7115 0.2068
H -6.4195 -6.1566 3.7264
H 1.0173 0.3802 4.0936
H 1.6498 0.2192 -2.6016
H 3.7189 4.8994 -2.3018

Values from the calculation:
E_tot, eV: -49928.985
HOMO level, eV: -7.69
Energy above the lowest of the compared OMol25 structures with the same formula, charge and spin, kJ/mol: 212.8
LUMO level, eV: 0.7

=====

4.
Entry from the OMol25 dataset: a gas-phase ion, C18H20F2N (charge +1) in a non-equilibrium geometry (ωB97M-V with the def2-TZVPD basis set).

Element x y z (Å)
F 3.2643 2.2552 1.5178
F -3.3054 2.2372 1.4691
N -0.0345 -0.8093 4.6281
C -3.9164 -0.0649 1.5905
C 3.5037 -1.3799 1.7397
C 1.2325 -0.7028 6.9253
C -2.9662 0.9163 1.7590
C -0.0264 -1.0971 7.6916
C -1.3149 -1.2035 5.4723
C 2.9222 0.9342 1.7979
C -1.3106 -0.7137 2.3627
C -1.2891 -0.7019 6.9313
C -2.2889 -1.7044 2.2092
C 1.6343 0.6410 2.2344
C 1.2639 -0.6934 2.3806
C 3.8638 -0.0507 1.5868
C -0.0253 -1.1287 3.0489
C 2.2322 -1.6914 2.1869
C -3.5603 -1.3950 1.7655
C -1.6673 0.6209 2.1622
C 1.2505 -1.2014 5.4646
H -0.0262 -2.1690 7.8765
H -2.1150 -0.6927 4.9084
H -0.9352 1.4444 2.3140
H 2.0470 -0.6888 4.8982
H 0.9188 1.4687 2.4547
H -1.4488 -2.2725 5.3860
H -0.0395 0.1878 4.3161
H 2.1467 -1.0830 7.4421
H -0.0236 -0.5997 8.6553
H -4.9458 0.2181 1.2886
H 1.3866 -2.2697 5.3759
H -4.2970 -2.2031 1.6057
H -0.0213 -2.1118 3.4023
H 4.8895 0.2305 1.2715
H -1.3868 0.4028 6.8790
H 4.2334 -2.1906 1.5557
H -2.2008 -1.0810 7.4543
H -1.9791 -2.7563 2.4848
H 1.9169 -2.7445 2.4348
H 1.3316 0.4017 6.8736

Values from the calculation:
E_tot, eV: -25908.028
SMILES: Fc1cccc(C(c2cccc(F)c2)[NH+]2CCCCC2)c1
HOMO level, eV: -12.71
Total charge: +1
Energy above the lowest of the compared OMol25 structures with the same formula, charge and spin, kJ/mol: 43.2
LUMO level, eV: -2.9

=====

5.
Entry from the OMol25 dataset: 5 unconnected molecules or ions with the total composition C12H31FNO6S4 in a non-equilibrium geometry (ωB97M-V with the def2-TZVPD basis set).

Element x y z (Å)
S -3.9022 -1.5556 -3.8405
S -5.4693 0.2544 1.0195
S 2.0537 2.3010 0.1642
S -1.9101 -1.7367 0.0283
F 6.2348 -1.5730 2.0418
O 3.4829 1.8924 0.1028
O -2.4720 -1.9623 -3.9123
O 7.5996 0.7993 4.5324
O -5.4395 -1.2079 0.7440
O 7.7416 2.9081 3.9107
O -1.1679 -0.6022 -0.5984
N 5.2654 0.4893 2.7318
C -4.8322 -2.6695 -4.9107
C 7.1041 1.8275 3.9414
C 5.7242 1.8067 3.1831
C 6.1650 -0.1662 1.8080
C -6.5205 0.5092 2.4621
C -1.5781 -3.2080 -0.9533
C -3.9206 0.6855 1.8378
C -0.9716 -2.2606 1.4762
C -4.0981 -0.0928 -4.8737
C 1.1286 1.1908 -0.9098
C 1.8661 3.7675 -0.8704
C 5.6082 0.0353 0.3352
H 1.5879 1.1626 -1.8994
H 2.4075 4.5886 -0.4020
H -7.5447 0.2590 2.1880
H -0.5020 -3.3362 -1.0791
H 1.1466 0.1956 -0.4737
H 7.2106 0.2221 1.7997
H -2.0070 -4.0799 -0.4567
H 4.9486 -0.1118 3.4853
H 0.0664 -2.4489 1.1984
H -3.7572 0.0301 2.6947
H 0.8091 4.0278 -0.9464
H -2.0447 -3.0802 -1.9295
H -1.4200 -3.1640 1.8913
H 5.7848 2.5188 2.3270
H -6.1949 -0.1369 3.2784
H -3.6898 -0.2817 -5.8676
H -3.5553 0.7290 -4.4087
H 2.2801 3.5784 -1.8620
H 0.0965 1.5319 -0.9836
H 6.4544 -0.1194 -0.3769
H -3.1049 0.5604 1.1256
H -5.1556 0.1653 -4.9431
H -4.3781 -2.6970 -5.9022
H 5.2571 1.1117 0.3062
H -1.0097 -1.4637 2.2185
H 4.9679 2.1976 3.9179
H 4.7609 -0.6781 0.1702
H -3.9588 1.7261 2.1631
H -6.4733 1.5553 2.7675
H -4.8083 -3.6662 -4.4721
H -5.8662 -2.3286 -4.9792

Values from the calculation:
E_tot, eV: -72777.735
HOMO level, eV: -3.41
Total charge: -1
LUMO level, eV: 1.5

=====

6.
Entry from the OMol25 dataset: C6H4 in the gas phase in a non-equilibrium geometry (ωB97M-V with the def2-TZVPD basis set).

Element x y z (Å)
C -2.5522 0.8137 -0.0022
C 0.5357 0.2668 0.0027
C 1.3568 1.2791 -0.0011
C -1.3204 0.3276 0.0022
C 0.3148 -1.1517 -0.0009
C -1.0282 -1.1244 0.0005
H 1.0333 -1.9508 -0.0067
H 1.0126 2.2976 -0.0010
H 2.4285 1.1350 0.0045
H -1.7809 -1.8929 0.0021

Values from the calculation:
E_tot, eV: -6279.559
HOMO level, eV: -9.06
Energy above the lowest of the compared OMol25 structures with the same formula, charge and spin, kJ/mol: 281.4
LUMO level, eV: -0.8

=====

7.
Entry from the OMol25 dataset: a molecular structure, C2H6O2 in a non-equilibrium geometry (ωB97M-V with the def2-TZVPD basis set).

Element x y z (Å)
O 0.2115 -1.5668 -0.1626
O -1.7378 0.0539 -0.1530
C 0.7689 0.8093 -0.1390
C -0.0255 -0.3571 0.3594
H 0.6439 0.9292 -1.2123
H -0.1429 -0.4264 1.4348
H 0.4410 1.7181 0.3552
H 1.8204 0.6388 0.0885
H -2.2837 -0.2977 0.5529
H 0.3042 -1.5013 -1.1238

Values from the calculation:
E_tot, eV: -6264.994
HOMO level, eV: -9.96
Energy above the lowest of the compared OMol25 structures with the same formula, charge and spin, kJ/mol: 121.6
LUMO level, eV: 0.9

=====

8.
Entry from the OMol25 dataset: a molecular structure, C4H12CsO3 in a non-equilibrium geometry (ωB97M-V with the def2-TZVPD basis set).

Element x y z (Å)
Cs 0.7842 0.6520 2.2145
O -0.3187 3.4191 2.0466
O -0.4007 -1.7928 0.2762
O 0.2979 0.7316 -0.6439
C -0.2088 -2.9000 1.1266
C -0.2327 2.0077 -1.0487
C 0.5600 -1.6514 -0.8223
C 0.3013 -0.3537 -1.5808
H 1.5375 -1.5861 -0.3446
H 0.0888 2.8184 -0.3948
H 0.4570 -2.4803 -1.5226
H 0.5843 -2.7140 1.8508
H 1.0004 -0.2664 -2.4126
H 0.1736 2.2378 -2.0337
H -0.4561 4.3268 2.3175
H -0.6696 -0.4874 -2.0578
H -1.1528 -3.1684 1.6009
H -1.3162 1.9138 -1.1205
H 0.1716 -3.7618 0.5784
H -1.2008 3.0552 1.9708

Values from the calculation:
E_tot, eV: -11027.035
HOMO level, eV: -13.35
Total charge: +1
Energy above the lowest of the compared OMol25 structures with the same formula, charge and spin, kJ/mol: 22.7
LUMO level, eV: -3.2

=====

9.
Entry from the OMol25 dataset: 2 unconnected molecules or ions with the total composition C19H19O3 (ωB97M-V with the def2-TZVPD basis set).

Element x y z (Å)
O 0.1360 0.8165 -2.2114
O -4.0314 -2.4326 -1.2698
O 1.3087 1.8083 3.2531
C -3.0926 -1.6896 -1.4752
C -1.9305 1.2274 1.4092
C -3.0330 0.4106 1.6328
C 3.4754 2.3548 2.2852
C -0.5211 -1.0459 -4.1788
C 4.4034 1.0986 2.3280
C -2.6771 -2.7314 -3.6920
C -0.7994 0.0828 -1.9834
C -1.9714 -2.8321 -4.8770
C 0.8181 0.5002 3.4170
C -3.4049 -0.5325 0.6919
C -2.3082 -1.7865 -2.7421
C -1.5796 0.1739 -0.7179
C 2.0126 2.0869 2.0395
C -1.2256 -0.9415 -2.9862
C 3.7561 -0.2221 1.9401
C -0.8928 -1.9877 -5.1209
C -2.6810 -0.6583 -0.4870
C -1.2031 1.1085 0.2376
H -0.3402 -2.0687 -6.0480
H -0.3314 1.7244 0.0628
H -0.2795 0.5081 3.3692
H 1.9014 1.2463 1.3532
H 4.8008 1.0140 3.3439
H -2.2581 -3.5715 -5.6137
H 3.8341 3.0529 1.5221
H -3.5170 -3.3799 -3.4847
H -3.5937 0.5023 2.5539
H -1.6242 1.9487 2.1551
H 1.2331 -0.1793 2.6728
H 0.3191 -0.3866 -4.3475
H 4.3566 -1.0515 2.3311
H 5.2821 1.3659 1.7067
H -4.2506 -1.1850 0.8594
H 1.5409 2.9783 1.6024
H 1.1090 0.1015 4.3905
H 3.5183 2.9003 3.2334
H 3.7409 -0.3286 0.8448

Values from the calculation:
E_tot, eV: -26151.711
HOMO level, eV: -0.95
Total charge: -1
LUMO level, eV: 1.1

=====

10.
Entry from the OMol25 dataset: 2 unconnected molecules or ions with the total composition C22H22NO8S in a non-equilibrium geometry (ωB97M-V with the def2-TZVPD basis set).

Element x y z (Å)
S -2.3838 -0.9451 4.8504
O 3.6709 -0.8111 -5.2865
O 0.2570 2.9709 0.3844
O -0.8479 1.4461 -0.8462
O 2.9516 0.2560 1.5881
O 0.4494 1.2732 3.8467
O 2.1626 2.3633 1.6453
O -1.5793 -2.1196 5.0451
O -2.6823 -0.0244 5.9114
N -1.5601 0.0067 3.4848
C 1.6013 3.3387 0.7493
C 0.9874 -0.3763 -2.7826
C 0.9959 -0.6145 -0.2621
C 2.9760 -0.7447 -4.1149
C 1.0030 0.7033 0.3797
C -7.6424 -2.7052 2.3728
C -6.2541 -1.0550 3.6617
C -6.3275 -2.2532 2.9437
C -5.1669 -3.0155 2.7714
C 3.7029 -1.0021 -2.9263
C 1.6965 -0.6601 -1.6152
C 1.5983 -0.4245 -4.0311
C 1.4936 4.6498 1.5412
C -3.9587 -2.6085 3.3300
C 3.0628 -0.9565 -1.7020
C 2.9506 -0.5629 -6.5171
C 0.0718 1.6892 -0.0821
C 2.4816 3.4871 -0.4815
C -5.0526 -0.6341 4.2265
C 2.0991 1.0505 1.2363
C -0.5303 0.6407 3.6592
C -3.9098 -1.4183 4.0564
H 2.1387 -1.2922 -6.6474
H -0.0636 -0.0948 -2.7039
H 2.5504 2.5441 -1.0388
H 0.8466 4.4978 2.4095
H -4.9956 0.2947 4.7887
H -7.1533 -0.4479 3.7825
H 3.4840 3.7888 -0.1572
H -8.3929 -2.8407 3.1625
H 2.4875 4.9515 1.8805
H 1.5108 -1.2923 0.4269
H 1.0215 -0.2021 -4.9319
H -8.0496 -1.9687 1.6684
H -0.0609 -0.8639 -0.4163
H 3.6172 -1.1393 -0.7802
H -3.0582 -3.2034 3.2005
H 2.5459 0.4587 -6.5305
H -7.5377 -3.6566 1.8423
H 3.6907 -0.6825 -7.3092
H 4.7637 -1.2271 -3.0053
H 2.0608 4.2640 -1.1290
H -5.2163 -3.9419 2.1961
H 1.0670 5.4273 0.9020

Values from the calculation:
E_tot, eV: -51877.617
HOMO level, eV: -3.52
Total charge: -1
Energy above the lowest of the compared OMol25 structures with the same formula, charge and spin, kJ/mol: 0.0
LUMO level, eV: 2.0

=====

11.
Entry from the OMol25 dataset: C3H8FNO in the gas phase in a non-equilibrium geometry (ωB97M-V with the def2-TZVPD basis set).

Element x y z (Å)
F 0.5929 -1.5014 -1.5905
O -1.4035 -0.2357 -0.0405
N -0.2354 1.9194 0.8974
C -0.0058 -0.4474 0.3835
C 0.2602 0.6201 1.3720
C 0.8398 -0.3634 -0.8860
H -0.5313 0.3716 2.0481
H 1.2322 0.6469 1.9237
H 0.3977 2.5777 0.4342
H 0.1851 -1.4721 0.7192
H 1.9505 -0.3733 -0.5910
H 0.7137 0.5383 -1.4848
H -1.1716 1.8486 0.4717
H -1.8014 -1.0309 -0.3813

Values from the calculation:
E_tot, eV: -9494.827
SMILES: NC[C@@H](O)CF
HOMO level, eV: -8.87
Energy above the lowest of the compared OMol25 structures with the same formula, charge and spin, kJ/mol: 134.7
LUMO level, eV: 0.9